A structure of composition C28H38N8OPdS2 at a distorted geometry, computed with wB97M-V/def2-TZVPD.

Structure (XYZ):
```
78
C28H38N8OPdS2 | the Open Molecules 2025 dataset | wB97M-V/def2-TZVPD
Pd -1.8883 0.1244 0.1282
C 0.1761 -3.3581 2.1726
C -0.7928 -2.2122 1.9956
N -0.5353 -1.3389 1.0364
N 0.5467 -1.4797 0.2973
C 0.9360 -0.5304 -0.5439
S 0.0088 0.9706 -0.7607
S 2.3285 -0.7870 -1.5451
C 3.6838 -1.1739 -0.3236
C 4.0458 -0.0564 0.5890
C 5.0356 0.8572 0.2352
C 5.3858 1.8878 1.0925
C 4.7499 2.0154 2.3188
C 3.7450 1.1265 2.6681
C 3.3859 0.1031 1.8061
C -1.8963 -2.0731 2.9188
C -1.8754 -2.8656 4.0885
C -2.8466 -2.8159 5.0581
C -3.9357 -1.9582 4.8877
C -4.0060 -1.1733 3.7659
C -3.0125 -1.1789 2.7480
O -3.2203 -0.4000 1.7409
H 0.8020 -3.4320 1.2888
H -0.3567 -4.2975 2.3129
H 0.8240 -3.1853 3.0356
H 4.5150 -1.4581 -0.9675
H 3.3141 -2.0388 0.2228
H 5.5404 0.7420 -0.7171
H 6.1573 2.5912 0.8040
H 5.0363 2.8098 2.9973
H 3.2456 1.2266 3.6250
H 2.6033 -0.5949 2.0815
H -1.0369 -3.5273 4.2541
H -2.7652 -3.4249 5.9488
H -4.7173 -1.9066 5.6361
H -4.8390 -0.4996 3.6072
C -0.7903 -1.7382 -5.6027
N -1.7976 -2.1709 -4.6526
C -2.7982 -3.1047 -5.1395
C -3.7426 -3.2254 -3.9573
N -3.5642 -1.9435 -3.3030
C -4.1858 -1.7576 -2.0183
C -2.2925 -1.4519 -3.5769
N -1.7505 -0.4998 -2.8983
C -0.4723 0.0249 -3.3646
C 0.0642 1.2164 -2.5607
N 1.0351 2.2293 -0.4509
C 1.0860 3.0721 0.5440
N 0.3724 3.2416 1.6965
C -0.3988 2.2876 2.4661
C 0.8921 4.3704 2.4565
C 1.7994 5.0875 1.4654
N 2.0053 4.0802 0.4492
C 2.5632 4.4633 -0.8238
H -0.7984 -2.4340 -6.4396
H 0.2017 -1.7577 -5.1556
H -0.9894 -0.7406 -6.0017
H -2.3342 -4.0536 -5.4105
H -3.3168 -2.7075 -6.0220
H -3.4525 -4.0530 -3.2957
H -4.7808 -3.3627 -4.2588
H -5.2444 -2.0000 -2.0942
H -4.0932 -0.7061 -1.7367
H -3.7306 -2.3858 -1.2420
H -0.5661 0.3768 -4.3955
H 0.2941 -0.7570 -3.3354
H -0.5422 2.1062 -2.7367
H 1.1103 1.4018 -2.7912
H -0.9802 1.6153 1.8426
H -1.1012 2.8465 3.0846
H 0.2453 1.6882 3.1186
H 1.4428 4.0207 3.3365
H 0.0699 4.9995 2.8005
H 2.7536 5.3885 1.9026
H 1.3212 5.9789 1.0407
H 3.4967 5.0002 -0.6595
H 1.8723 5.1044 -1.3853
H 2.7556 3.5618 -1.3986
```

Computed properties:
Gap between HOMO and LUMO (spin up / spin down): 0.2025 / 0.2417 Ha
2S+1: 3

A structure of composition C28H39BrO4OsPS, computed with wB97M-V/def2-TZVPD.

Structure (XYZ):
```
75
C28H39BrO4OsPS | the Open Molecules 2025 dataset | wB97M-V/def2-TZVPD
Os 3.0012 0.0646 -0.2756
Br 5.4078 -0.1337 -0.3576
C 5.7178 -0.4478 1.5160
C 6.9739 -0.6225 2.0037
C 7.1075 -0.9192 3.3753
C 5.9973 -1.0534 4.1638
C 4.6972 -0.8772 3.6331
C 3.5350 -1.0491 4.4276
C 2.2953 -0.8905 3.8755
C 2.1650 -0.5167 2.5228
C 3.2452 -0.3101 1.6867
C 4.5404 -0.5376 2.2693
H 7.8457 -0.5455 1.3682
H 8.0963 -1.0533 3.7914
H 6.1026 -1.3026 5.2121
H 3.6460 -1.3160 5.4711
H 1.4088 -1.0378 4.4791
H 1.1639 -0.3614 2.1374
O 2.3677 0.2590 -2.5813
S 1.7756 1.4893 -2.0910
O 0.7432 0.7983 -0.8485
O 2.6892 2.1218 -1.1429
O 0.9764 2.2881 -2.9366
C -3.5674 2.1362 -3.7556
C -3.2429 2.9924 -2.5205
C -1.9678 2.5109 -1.8108
C -1.8836 0.9790 -1.9219
C -1.6772 0.5236 -3.3858
C -2.2944 1.5447 -4.3504
P -0.7523 0.2132 -0.7455
C -0.6136 -1.5754 -0.9139
C 0.0187 -2.1161 -2.2010
C 0.4641 -3.5593 -1.9278
C -0.5443 -4.3165 -1.0417
C -1.9400 -3.7156 -1.1687
C -1.9669 -2.2732 -0.6371
C -1.2157 0.5487 0.9783
C -2.7314 0.3843 1.2918
C -3.3915 1.7186 1.6246
C -2.7408 2.3729 2.8493
C -1.2208 2.1354 2.8945
C -0.6503 1.8841 1.5027
H -4.1002 2.7342 -4.4941
H -4.2452 1.3192 -3.4862
H -4.0862 2.9825 -1.8258
H -3.0962 4.0323 -2.8157
H -1.9708 2.8408 -0.7737
H -1.0895 2.9491 -2.2759
H -2.8507 0.5860 -1.5808
H -2.1580 -0.4479 -3.5207
H -0.6212 0.3902 -3.6210
H -2.4994 1.0541 -5.3020
H -1.5754 2.3404 -4.5593
H 0.0776 -1.8135 -0.0908
H 0.8680 -1.5167 -2.5244
H -0.7199 -2.0907 -3.0025
H 1.4430 -3.5418 -1.4432
H 0.5997 -4.0730 -2.8802
H -0.2316 -4.2813 0.0063
H -0.5637 -5.3717 -1.3124
H -2.6768 -4.3108 -0.6296
H -2.2445 -3.7283 -2.2180
H -2.1626 -2.2737 0.4375
H -2.7912 -1.7310 -1.1105
H -0.6965 -0.2585 1.5094
H -2.8189 -0.2764 2.1573
H -3.2682 -0.1213 0.4885
H -4.4564 1.5624 1.8003
H -3.3276 2.3853 0.7622
H -3.1962 1.9807 3.7601
H -2.9525 3.4429 2.8374
H -0.9905 1.2685 3.5227
H -0.7139 2.9830 3.3549
H 0.4381 1.8377 1.5328
H -0.9038 2.7123 0.8377
```

Computed properties:
Net charge: +1
Gap between HOMO and LUMO (spin up / spin down): 0.2696 / 0.2591 Ha

A structure of composition C28H39Cl2N4NiO4 at a distorted geometry, computed with wB97M-V/def2-TZVPD.

Structure (XYZ):
```
78
C28H39Cl2N4NiO4 | the Open Molecules 2025 dataset | wB97M-V/def2-TZVPD
O -0.7844 0.9832 -2.1842
C -1.7655 1.3537 -2.8490
C -1.5068 1.8670 -4.2338
C -0.3035 2.5269 -4.5108
H 0.3991 2.7219 -3.6983
C 0.0173 2.8957 -5.8124
H 0.9773 3.3760 -6.0027
C -0.8754 2.6408 -6.8613
H -0.6251 2.9450 -7.8802
C -2.0932 2.0058 -6.5854
H -2.7942 1.7997 -7.3957
C -2.4074 1.6166 -5.2817
H -3.3401 1.0895 -5.0705
H -3.8046 0.7668 -3.0959
C -3.7773 2.7641 -2.2530
C -3.2093 1.3468 -2.3748
H -4.8025 2.7121 -1.8659
H -3.8017 3.2524 -3.2326
H -3.1557 3.3752 -1.5845
C -3.1568 0.5851 -1.1240
C -3.5366 1.0440 0.1936
H -2.7841 -0.4340 -1.1980
H -4.6276 0.9674 0.3654
H -3.2337 2.0848 0.4204
H -3.0410 0.3735 0.9182
Ni 1.7076 0.4866 -2.0694
Cl 2.4157 2.4874 -2.1184
Cl 0.9012 -1.4404 -2.6213
H 5.1516 -1.1937 -2.3176
H 5.2899 0.1026 -0.2636
C 4.1822 -0.7232 -2.5159
C 4.2682 0.4998 -0.3882
N 3.4808 -0.4168 -1.2474
H 3.5288 -1.3728 -3.1028
C 3.0709 -1.5672 -0.5013
O 3.3947 -2.7204 -0.7123
H 3.7642 0.5843 0.5819
H 2.4153 -1.2455 0.3335
H 4.3191 0.2287 -3.0372
H 4.2915 1.4846 -0.8667
H -0.9808 -4.8538 1.7364
H 0.0056 -4.9502 -0.1111
C -1.4898 -3.9032 1.5493
C 0.1991 -3.8839 -0.2708
N -0.6692 -3.1399 0.6293
H -1.6233 -3.3508 2.4838
C -0.8855 -1.8112 0.5170
O -1.5770 -1.1632 1.3176
H 1.2592 -3.6714 -0.0737
H -0.3834 -1.3570 -0.3606
H -2.4796 -4.1094 1.1110
H 0.0002 -3.6094 -1.3134
C -0.2296 0.5476 5.3811
N -0.2399 0.8833 3.9751
N 0.5473 0.2334 3.0985
C 0.4926 0.8666 1.8519
O 1.0765 0.4314 0.8491
C -0.3920 1.9835 2.0679
C -0.7723 1.9769 3.3868
C -1.6303 2.9214 4.1371
C 1.2451 -0.9638 3.4056
C 0.5736 -2.0602 3.9525
C 1.2869 -3.2275 4.2270
C 2.6489 -3.3051 3.9105
C 3.3036 -2.2167 3.3220
C 2.6046 -1.0363 3.0814
H -0.6049 -0.4659 5.5436
H -0.8917 1.2476 5.8924
H 0.7770 0.6290 5.8138
H -0.6733 2.6746 1.2948
H -1.2635 3.0882 5.1575
H -1.6339 3.8862 3.6144
H -2.6718 2.5704 4.1970
H -0.4980 -1.9885 4.1515
H 0.7695 -4.0729 4.6865
H 3.2033 -4.2230 4.1213
H 4.3584 -2.2776 3.0486
H 3.0896 -0.1533 2.6615
```

Computed properties:
Net charge: -1
Gap between HOMO and LUMO (spin up / spin down): 0.2051 / 0.1822 Ha
2S+1: 3
ΔE to the lowest compared entry with this formula, charge and spin: 0.000 eV

A structure of composition C28H39N3O5PrS4Si2 at a distorted geometry, computed with wB97M-V/def2-TZVPD.

Structure (XYZ):
```
82
C28H39N3O5PrS4Si2 | the Open Molecules 2025 dataset | wB97M-V/def2-TZVPD
Pr -1.3739 0.2787 0.5188
S -3.9977 -0.9168 0.5455
S -2.2585 -1.8656 3.3155
S -0.3774 -1.1736 2.8173
S -3.5857 -0.4848 2.5199
C 2.1838 2.9454 2.1249
Si 1.0539 3.6659 0.7380
C 1.2028 5.5506 0.6701
C 1.7901 3.0570 -0.8479
C -0.6824 3.0046 1.1325
C -1.6618 3.3301 0.0388
C -1.6086 4.4160 -0.8470
C -2.5602 4.5886 -1.7994
C -3.6291 3.7359 -1.8851
C -3.6289 2.6315 -1.0715
N -2.6628 2.4248 -0.1455
Si -1.4318 3.4358 2.8067
C -0.8690 5.1179 3.5772
C -0.9737 2.2592 4.1085
C -3.2518 3.4375 2.6625
H 3.2023 2.8990 1.6891
H 1.8130 1.9339 2.3058
H 2.2529 3.3892 3.1080
H 0.7842 5.9705 -0.3042
H 2.2964 5.8638 0.7133
H 0.6938 5.9672 1.5574
H 2.1322 2.0263 -0.8363
H 2.7130 3.6625 -1.0691
H 1.1738 3.1162 -1.7388
H -0.7629 5.1389 -0.7782
H -2.5534 5.4685 -2.4727
H -4.3583 3.9502 -2.6687
H -4.3969 1.8735 -1.1915
H 0.2248 4.9809 3.8388
H -1.4409 5.2267 4.5110
H -0.8739 5.9854 2.9564
H 0.1490 2.0721 4.0889
H -1.3090 1.2314 3.8373
H -1.2528 2.6231 5.0999
H -3.6150 4.0587 1.8479
H -3.5937 3.7434 3.6743
H -3.5066 2.4531 2.4416
C 2.9856 -0.7776 0.8732
C 2.2877 -0.7320 -0.4350
N 1.0867 -0.1802 -0.6246
C 0.9060 -0.2483 -2.0192
C 1.9857 -0.8841 -2.5785
N 2.8412 -1.1652 -1.5791
C 2.4605 -1.0964 -3.9654
O 1.6678 -0.7151 -4.9685
O 3.6004 -1.5336 -4.1847
C -0.3868 0.1121 -2.6458
O -0.3832 0.2542 -3.8807
O -1.3852 0.3516 -1.9379
H 2.3411 -1.3164 1.6200
H 3.0777 0.2307 1.2065
H 3.9254 -1.3025 0.6335
H 3.7341 -1.5784 -1.6867
H 0.7785 -0.3433 -4.5166
C 1.1663 -8.1611 -1.9699
C 0.7705 -6.8183 -1.5341
C 0.4338 -5.7833 -2.3695
C 0.0495 -4.5622 -1.9259
C -0.3828 -3.6038 -2.9908
C 0.0598 -4.2149 -0.5750
C -0.4436 -3.0507 0.0113
O -0.8843 -2.0974 -0.6396
C 0.4270 -5.2995 0.3256
C 0.4295 -5.0959 1.8560
C 0.7730 -6.5533 -0.1493
H 2.1883 -8.3640 -1.4940
H 1.2598 -8.2710 -3.0704
H 0.4903 -8.9239 -1.5750
H 0.3921 -5.9845 -3.4536
H -0.2141 -3.9567 -3.9986
H 0.1358 -2.6541 -2.9190
H -1.3697 -3.3674 -2.9349
H -0.5960 -2.9951 1.0987
H 0.7941 -5.9768 2.3795
H -0.5842 -4.9209 2.3142
H 1.0661 -4.1533 2.1603
H 1.0664 -7.3406 0.5533
```

Computed properties:
Net charge: -1
Gap between HOMO and LUMO (spin up / spin down): 0.2380 / 0.2385 Ha
2S+1: 3
ΔE to the lowest compared entry with this formula, charge and spin: 0.523 eV

Number 1: molecular weight 673.22 g mol⁻¹. Number 2: molecular weight 772.79 g mol⁻¹. Number 3: molecular weight 625.24 g mol⁻¹. Number 4: molecular weight 822.98 g mol⁻¹.